Entry 1:
135
Properties=species:S:1:pos:R:3:forces:R:3:mulliken_charge:R:1 method="wB97M-V/def2-TZVPD" spin_multiplicity=1 orbital_gap_ev=7.73 de_lowest_kcal_mol=81.90 charge=-1
C -3.57476 -0.20747 6.09866 1.055 0.293 -2.140 -0.97
C -2.91981 -0.15721 4.87567 -1.524 -0.345 1.635 -0.86
C -3.67216 -0.04149 3.47591 2.093 -0.185 0.249 1.67
C -4.03996 1.46217 3.15554 -0.415 0.712 -0.048 -0.24
C -3.29729 2.53537 4.04798 -0.729 1.091 -0.886 -0.93
N -1.82187 2.60218 3.79740 -0.524 0.195 0.915 -0.47
O -2.61581 -0.49997 2.59700 0.300 0.143 -0.087 -0.40
B -3.08465 -1.27281 1.45193 -0.801 -0.746 2.325 -0.30
C -2.31812 -2.64831 1.04135 0.391 -0.578 -0.009 0.22
C -1.48644 -3.32032 2.20535 0.914 -0.634 -0.510 -0.57
C -0.17946 -2.50088 2.61450 -0.787 -0.505 0.047 0.67
C 0.87985 -3.43466 3.34700 -1.049 0.755 0.096 -0.41
N 0.64301 -3.36374 4.82835 0.092 0.027 -0.457 -0.77
S -2.91509 0.04381 0.01685 -1.489 5.862 -0.526 1.60
O -1.95162 1.14277 0.36963 -1.168 -2.852 -1.292 -0.78
O -4.26422 0.64315 -0.28567 2.774 -1.802 -0.098 -0.75
F -2.35113 -0.62016 -1.42854 -0.266 0.245 0.850 -0.28
O -4.53838 -1.32329 1.71020 -1.132 0.360 0.280 -0.33
C -4.74755 -1.18412 3.12780 0.046 -1.480 -0.095 0.30
N -4.38474 -2.53346 3.61506 1.105 0.750 0.622 0.04
C -6.26773 -0.96737 3.54082 -0.468 1.279 -1.634 -0.50
Br -6.69477 -1.63967 5.38562 0.257 0.649 -0.535 -0.16
C -7.31678 -1.60900 2.53299 -1.017 -0.248 0.355 -0.32
C -7.94358 -2.99630 2.97498 -0.568 -0.187 -0.704 -1.23
H -4.54562 0.34013 6.19001 0.535 -1.428 0.096 0.27
H -3.11249 -0.80024 6.92411 -0.313 1.381 -0.300 0.22
H -1.79658 -0.22072 4.86184 -1.376 -0.721 -0.450 0.16
H -5.14896 1.69094 3.25455 1.150 -0.475 0.019 0.07
H -3.79143 1.72226 2.08161 -0.207 -0.638 1.179 0.02
H -3.71041 3.54586 3.71932 0.022 -1.155 0.430 0.43
H -3.54770 2.46686 5.14627 0.478 -0.272 -1.190 0.31
H -1.63009 3.36122 3.13448 -0.106 -0.595 0.226 0.22
H -1.40498 2.89722 4.68435 0.093 -0.139 -0.442 0.21
H -1.60059 -2.52517 0.16703 -0.750 -0.043 0.942 0.35
H -3.10746 -3.37634 0.66826 0.813 0.753 0.479 -0.96
H -1.10742 -4.31448 1.79544 -0.427 0.962 0.454 0.54
H -2.08390 -3.57522 3.12035 0.284 0.464 -0.958 0.12
H 0.19891 -1.99888 1.68155 -0.122 -0.351 0.939 0.03
H -0.51942 -1.73919 3.37472 0.576 -0.389 -1.123 -0.52
H 1.93706 -3.12583 3.11704 -0.977 -0.495 0.241 0.09
H 0.66373 -4.49960 3.05760 0.642 0.958 0.098 0.34
H 0.73559 -2.38954 5.14382 0.022 -0.485 -0.305 0.28
H -0.35159 -3.57429 4.95017 0.340 0.018 0.107 0.35
H -5.12551 -3.21468 3.46566 0.244 0.277 0.123 -0.09
H -4.04575 -2.53341 4.57599 -0.448 -0.075 -0.237 0.30
H -6.50874 0.13719 3.59235 0.351 -1.330 0.094 0.54
H -8.18440 -0.87957 2.47808 0.970 -0.804 0.015 0.31
H -6.94282 -1.72121 1.48283 0.248 0.356 1.164 0.24
H -8.77470 -2.85832 3.72383 1.073 -0.161 -0.603 0.36
H -8.43821 -3.47565 2.07045 0.590 0.593 0.901 0.34
H -7.20685 -3.74879 3.35985 -0.598 0.787 -0.264 0.28
O 3.10856 -2.43049 -4.51274 -0.269 0.095 0.111 -0.64
C 2.69421 -1.52760 -3.82731 0.156 0.059 -0.201 0.55
O 1.37781 -1.39077 -3.62328 -0.117 -0.479 -0.022 -0.37
C 0.80599 -0.46076 -2.68731 -0.262 0.349 0.026 0.31
C 0.65886 0.91375 -3.30568 0.176 0.105 -0.146 -0.63
C 3.62877 -0.49361 -3.26276 0.250 -0.085 0.616 -0.13
H 1.37419 -0.44431 -1.75477 0.068 0.017 -0.085 -0.03
H -0.18242 -0.84780 -2.43851 0.152 -0.168 -0.102 0.05
H 1.62567 1.33609 -3.58664 -0.012 0.058 0.143 0.03
H 0.17330 1.59737 -2.60712 0.007 -0.068 0.004 0.28
H 0.06052 0.85651 -4.21841 -0.074 -0.073 0.111 0.28
H 3.83395 0.25870 -4.02412 -0.022 0.027 0.104 0.09
H 4.56088 -0.98804 -2.98498 -0.002 -0.012 -0.279 0.41
H 3.25835 -0.00876 -2.36190 -0.100 0.213 -0.207 -0.20
O 3.44431 3.44536 -2.89137 0.306 -0.346 -0.198 -0.53
C 4.42368 3.60608 -3.57282 -0.150 0.496 0.276 0.85
O 5.17866 2.54851 -3.92311 -0.210 -0.589 -0.071 -0.33
C 6.25429 2.60731 -4.86892 0.313 0.081 0.043 -0.53
C 7.54011 3.06292 -4.20862 -0.025 0.174 0.169 -0.68
C 4.87912 4.98228 -3.97088 -0.157 0.211 -0.555 -0.96
H 5.98418 3.22114 -5.73056 -0.021 0.064 0.101 0.40
H 6.38281 1.58990 -5.24286 -0.228 0.000 0.136 0.36
H 7.45070 4.07281 -3.80407 0.054 0.019 -0.124 0.04
H 8.36429 3.04994 -4.92408 -0.031 -0.009 0.027 0.39
H 7.78956 2.40703 -3.37141 -0.013 -0.066 -0.119 0.24
H 5.45173 5.41600 -3.15014 0.037 0.024 -0.091 0.07
H 4.00047 5.59816 -4.16305 0.007 -0.066 0.276 0.32
H 5.47339 5.00380 -4.88178 0.189 0.008 0.162 0.36
O -7.25789 1.63933 -5.99467 0.258 -0.176 0.048 -0.59
C -6.14476 1.80383 -5.56029 -0.211 0.123 0.200 0.73
O -5.41772 0.74973 -5.16570 -0.145 -0.370 -0.386 -0.39
C -4.02941 0.82175 -4.80244 0.281 0.180 0.386 -0.61
C -3.85838 1.23423 -3.35491 -0.227 0.103 -0.140 -0.32
C -5.58639 3.18813 -5.37080 0.393 0.306 -0.459 -0.88
H -3.47966 1.46761 -5.49205 -0.123 0.046 -0.025 0.39
H -3.63009 -0.18477 -4.93854 -0.253 0.000 -0.089 0.28
H -4.26093 2.23178 -3.16987 0.086 0.011 -0.030 0.19
H -2.80392 1.23069 -3.07681 -0.066 -0.041 0.018 0.07
H -4.39631 0.55128 -2.69812 0.148 0.029 -0.028 0.26
H -5.95115 3.59332 -4.42674 0.037 -0.039 -0.028 0.23
H -5.93694 3.81486 -6.19138 -0.210 -0.058 0.159 0.31
H -4.49966 3.23281 -5.39173 -0.021 -0.036 0.237 0.32
O 7.96465 6.64966 -2.71317 0.282 -0.175 0.070 -0.58
C 8.29295 6.50278 -1.56282 -0.451 -0.065 0.065 0.85
O 9.45870 5.90664 -1.27120 0.441 0.134 -0.438 -0.35
C 10.01644 5.83534 0.04709 -0.081 -0.258 0.318 -0.46
C 9.42871 4.66924 0.81440 -0.177 -0.031 -0.006 -0.86
C 7.37036 6.89261 -0.44037 0.085 0.583 0.278 -1.11
H 9.90459 6.78432 0.57581 -0.121 -0.011 -0.070 0.37
H 11.08875 5.68228 -0.08556 -0.107 0.049 -0.246 0.30
H 8.35223 4.78121 0.95026 0.065 -0.009 0.104 0.24
H 9.89263 4.57922 1.79807 -0.015 -0.002 -0.041 0.38
H 9.58288 3.73764 0.26634 0.081 0.065 0.045 0.25
H 6.64789 6.09184 -0.27750 0.037 0.025 0.018 0.23
H 6.84166 7.80075 -0.73044 -0.093 -0.207 -0.142 0.36
H 7.88082 7.11888 0.49316 -0.042 -0.219 0.046 0.39
O 6.53571 2.18761 1.81422 -0.236 -0.093 -0.034 -0.62
C 5.95030 1.31139 1.22752 0.181 -0.078 0.104 0.70
O 4.72957 0.93688 1.63743 -0.147 0.391 0.166 -0.40
C 3.87518 0.03739 0.91505 -0.089 -0.323 -0.038 0.05
C 4.20762 -1.40694 1.22912 0.193 -0.054 0.042 -1.03
C 6.60249 0.56883 0.09259 -0.124 0.144 -0.617 -0.43
H 3.89928 0.25150 -0.15567 0.129 0.019 0.049 -0.03
H 2.85935 0.25306 1.24953 0.156 0.182 0.089 0.31
H 5.22460 -1.66209 0.92528 -0.053 -0.009 -0.096 0.29
H 3.51569 -2.07929 0.71861 -0.007 0.037 0.034 0.38
H 4.14399 -1.58580 2.30448 -0.114 0.038 -0.066 0.31
H 7.24311 -0.21397 0.49989 -0.036 0.027 -0.010 0.27
H 7.21137 1.27394 -0.47398 0.104 -0.043 0.219 0.16
H 5.89821 0.13417 -0.61376 0.000 -0.157 0.117 0.02
O -5.12944 -5.92849 2.74698 0.016 -0.421 -0.039 -0.53
C -5.14163 -6.38616 1.63533 0.048 0.690 -0.045 0.71
O -4.72309 -7.64842 1.42490 -0.042 -0.521 0.368 -0.37
C -4.85854 -8.33952 0.17890 0.157 0.097 -0.181 -0.40
C -3.71407 -8.00957 -0.75765 0.091 0.159 -0.042 -0.92
C -5.53497 -5.53764 0.45726 -0.581 -0.096 -0.256 -0.48
H -5.83627 -8.14990 -0.26920 0.049 0.107 0.008 0.36
H -4.83083 -9.40371 0.41978 -0.009 0.121 0.213 0.30
H -3.69424 -6.94875 -1.01136 -0.073 -0.051 -0.048 0.25
H -3.79675 -8.58439 -1.68222 0.001 0.006 0.035 0.35
H -2.75768 -8.23965 -0.28374 -0.089 -0.075 -0.007 0.29
H -4.67572 -4.94442 0.14225 -0.048 0.009 0.040 0.08
H -6.33802 -4.86903 0.76854 0.254 0.110 0.112 0.00
H -5.91777 -6.10531 -0.38888 0.191 -0.004 -0.073 0.35


Entry 2:
124
Properties=species:S:1:pos:R:3:forces:R:3:lowdin_spin:R:1 method="wB97M-V/def2-TZVPD" spin_multiplicity=2 orbital_gap_ev="8.89 / 9.33" charge=0
C 3.84789 -1.79788 -1.41504 -0.025 -0.812 1.200 0.00
N 2.39672 -1.39442 -1.32267 1.143 -0.694 -2.536 0.00
C 1.69842 -2.64976 -0.98395 -0.306 -0.398 1.265 0.00
B 2.03623 -0.88405 -2.66253 -0.371 0.237 -0.175 0.00
O 3.05522 -0.68845 -3.66493 -0.948 -0.587 1.386 0.00
C 0.50641 -0.54213 -3.14837 1.053 0.159 -0.541 0.00
C 0.66536 0.72860 -4.10990 -0.071 -0.475 0.442 0.00
C 1.38811 1.94119 -3.43569 -1.651 0.896 -0.461 0.00
F 2.68004 2.17075 -3.92256 -0.519 -0.393 0.453 0.00
C -0.47553 -0.21403 -1.96066 0.602 -0.019 -0.585 0.00
C -1.94600 -0.77117 -2.05293 -0.638 2.647 2.052 0.03
C -2.90764 0.50737 -2.14834 -0.510 -1.192 0.157 0.01
C -2.30097 -1.41240 -0.64182 0.309 -0.546 -0.118 0.02
N -2.27912 -1.60379 -3.20903 0.678 -1.160 1.192 0.37
O -3.45458 -2.11809 -3.17749 0.169 0.435 -0.239 0.51
C -1.23650 -2.51514 -3.68967 0.929 -1.534 -2.313 0.03
C -1.79031 -3.12988 -5.05393 0.138 -0.394 0.544 0.00
C -0.92730 -3.75939 -2.77477 -0.232 -0.313 0.099 0.02
C 0.07867 -1.75211 -4.09637 -0.424 0.797 0.150 0.00
H 3.96016 -2.59207 -2.20400 0.208 0.897 0.444 0.00
H 4.10516 -2.31496 -0.45162 -0.043 0.738 -0.708 0.00
H 4.52271 -0.93334 -1.56724 -0.517 -0.632 -0.078 0.00
H 0.60447 -2.54094 -0.82705 0.765 0.132 -0.303 0.00
H 2.12171 -3.00525 -0.00559 -0.428 0.244 -0.791 0.00
H 1.87722 -3.48266 -1.71466 -0.094 0.693 0.370 0.00
H 2.92895 -1.33463 -4.36870 0.029 0.311 -0.199 0.00
H -0.37423 0.98633 -4.43707 0.785 0.172 0.274 0.00
H 1.22840 0.46741 -5.04026 -0.354 0.163 0.836 0.00
H 0.79925 2.85921 -3.70502 0.562 -0.609 0.228 0.00
H 1.35828 1.90794 -2.31496 0.540 -0.263 -0.887 0.00
H -0.53051 0.90560 -1.89173 -0.036 -1.013 -0.064 0.00
H -0.00611 -0.52575 -0.99240 -0.502 0.138 -0.879 0.00
H -2.59686 1.30853 -1.44052 -0.010 -0.566 -0.662 0.00
H -3.90832 0.14555 -1.79123 0.657 0.529 -0.649 0.00
H -2.97873 0.85485 -3.20675 0.057 -0.025 0.885 0.00
H -1.40912 -1.88007 -0.14808 -0.690 0.394 -0.463 0.00
H -2.66478 -0.61577 0.04716 0.280 -0.591 -0.527 0.00
H -3.07825 -2.20540 -0.70083 0.351 0.707 -0.129 0.00
H -2.29337 -2.36118 -5.68148 0.540 -0.455 0.382 0.00
H -2.52433 -3.93240 -4.82195 0.354 0.691 -0.223 0.00
H -0.94518 -3.62568 -5.59923 -0.651 0.595 0.364 0.00
H 0.13186 -4.06618 -2.92227 -0.745 0.257 0.134 0.00
H -1.09808 -3.60788 -1.68750 0.104 0.068 -0.749 0.00
H -1.55006 -4.63519 -3.09300 0.384 0.846 0.381 0.00
H -0.10375 -1.34325 -5.12728 0.141 -0.231 0.895 0.00
H 0.94945 -2.45348 -4.21682 -1.036 0.212 0.147 0.00
C 1.98652 6.93022 -3.09407 0.093 -0.114 0.301 0.00
C 1.44532 6.19792 -4.30694 0.104 -0.035 -0.328 0.00
C -0.05237 6.38625 -4.14582 -0.208 -0.035 0.154 0.00
O -0.24014 7.64023 -3.47844 0.233 -0.124 -0.012 0.00
C 1.02250 8.09741 -2.97786 -0.106 0.221 -0.133 0.00
H 3.02508 7.24505 -3.19734 -0.044 0.004 -0.001 0.00
H 1.90955 6.29123 -2.20933 0.033 0.041 -0.022 0.00
H 1.78798 6.69092 -5.22135 -0.018 -0.053 0.017 0.00
H 1.73992 5.14891 -4.35479 -0.006 0.035 0.004 0.00
H -0.48684 5.60100 -3.51673 0.009 -0.069 -0.069 0.00
H -0.58045 6.39740 -5.10104 -0.048 0.072 0.067 0.00
H 1.34489 8.94156 -3.59730 0.076 0.018 0.064 0.00
H 0.90454 8.44585 -1.95027 -0.102 0.003 -0.044 0.00
C -6.89669 -1.07723 -5.02751 -0.271 -0.072 0.194 0.00
C -6.86079 -0.64254 -6.48076 0.146 -0.127 -0.255 0.00
C -6.69246 0.86160 -6.35490 -0.082 0.238 0.125 0.00
O -5.95631 1.09408 -5.14864 -0.152 -0.182 -0.115 0.00
C -5.90230 -0.12408 -4.39123 0.350 0.044 -0.021 0.00
H -6.63741 -2.12506 -4.87473 0.038 0.055 0.014 0.00
H -7.89567 -0.90814 -4.61388 0.038 -0.032 -0.004 0.00
H -5.98737 -1.07666 -6.97648 -0.047 0.018 -0.004 0.00
H -7.74898 -0.92503 -7.04681 0.024 0.035 0.015 0.00
H -7.66165 1.36388 -6.26129 -0.030 -0.022 -0.104 0.00
H -6.15600 1.29711 -7.20021 0.028 0.051 0.081 0.00
H -4.88292 -0.51538 -4.45413 -0.065 -0.087 0.115 0.00
H -6.12978 0.08481 -3.34433 0.043 0.090 -0.041 0.00
C -5.22400 -3.82149 2.89643 -0.187 -0.197 -0.210 0.00
C -3.91251 -4.20206 3.55677 0.081 0.021 0.383 0.00
C -2.89684 -3.55474 2.63358 0.173 -0.045 -0.235 0.00
O -3.52200 -2.38609 2.08551 -0.302 -0.471 -0.054 0.00
C -4.92389 -2.42413 2.38635 -0.005 0.270 0.034 0.00
H -6.08081 -3.85281 3.56966 0.036 0.034 -0.020 0.00
H -5.42519 -4.49181 2.05546 -0.033 0.045 0.030 0.00
H -3.85314 -3.75168 4.55182 0.042 -0.013 -0.047 0.00
H -3.76786 -5.27768 3.66033 0.012 0.038 -0.041 0.00
H -2.63461 -4.21799 1.80182 0.044 -0.039 0.041 0.00
H -1.97967 -3.26868 3.15292 -0.033 0.102 -0.052 0.00
H -5.12369 -1.66936 3.15616 -0.079 -0.014 0.009 0.00
H -5.49690 -2.16968 1.49276 0.114 0.046 -0.024 0.00
C -2.52384 1.53777 5.48285 0.234 0.184 0.127 0.00
C -2.77132 1.11510 4.04618 -0.216 0.042 -0.132 0.00
C -2.36713 -0.34794 4.07471 0.109 -0.194 -0.111 0.00
O -2.64646 -0.82615 5.40061 -0.027 0.250 0.009 0.00
C -2.92824 0.29185 6.25123 -0.176 -0.198 0.041 0.00
H -3.08484 2.42302 5.78400 0.009 -0.045 0.011 0.00
H -1.45913 1.74049 5.63207 -0.050 0.010 0.018 0.00
H -3.83649 1.20467 3.81121 0.048 0.004 -0.029 0.00
H -2.21109 1.69668 3.31355 -0.008 -0.036 0.026 0.00
H -1.29238 -0.46688 3.89228 0.009 0.060 -0.056 0.00
H -2.91253 -0.95188 3.34535 0.214 0.146 0.244 0.00
H -4.00271 0.28964 6.46630 0.011 0.081 0.072 0.00
H -2.38554 0.18239 7.19214 -0.011 -0.090 -0.034 0.00
C 6.26783 -1.03235 3.83060 0.118 -0.274 0.261 0.00
C 6.88516 -0.18165 2.73840 -0.004 0.346 -0.044 0.00
C 6.34926 -0.84664 1.48291 0.000 -0.217 -0.173 0.00
O 5.06856 -1.39602 1.82083 0.173 0.063 0.189 0.00
C 4.90621 -1.35787 3.24486 -0.226 0.121 -0.092 0.00
H 6.20677 -0.52946 4.79610 0.024 0.032 -0.059 0.00
H 6.84906 -1.95078 3.95881 -0.038 0.024 0.015 0.00
H 6.50879 0.84280 2.80941 0.049 -0.032 -0.001 0.00
H 7.97429 -0.14680 2.76978 -0.041 -0.019 -0.016 0.00
H 6.99562 -1.67110 1.16215 0.069 0.060 -0.030 0.00
H 6.23935 -0.14781 0.65142 -0.092 -0.069 -0.005 0.00
H 4.17599 -0.57548 3.47955 -0.001 -0.026 0.091 0.00
H 4.51462 -2.31492 3.59510 -0.027 0.001 -0.112 0.00
C 6.76409 1.98725 8.87618 -0.033 0.332 0.135 0.00
C 5.74744 0.87382 8.72280 -0.002 -0.349 0.099 0.00
C 5.32908 1.02755 7.27166 -0.106 0.195 -0.222 0.00
O 6.46548 1.54880 6.56525 -0.086 -0.067 0.340 0.00
C 7.44550 1.97871 7.52052 0.207 -0.137 -0.218 0.00
H 7.45938 1.83708 9.70226 -0.006 0.001 -0.049 0.00
H 6.25046 2.94067 9.03060 0.051 -0.027 0.011 0.00
H 6.23292 -0.09523 8.87121 -0.052 0.024 0.004 0.00
H 4.90963 0.94465 9.41665 0.013 0.002 -0.049 0.00
H 4.51021 1.74733 7.16737 -0.061 -0.073 0.038 0.00
H 5.02038 0.08138 6.82228 0.044 0.055 -0.075 0.00
H 8.27446 1.26293 7.49745 0.050 0.061 0.058 0.00
H 7.82641 2.96089 7.23583 -0.042 -0.047 -0.098 0.00


Calculated M (g/mol), listed in the same order as above: 959.79, 705.82
Calculated total energy (eV), listed in the same order as above: -161089.011, -62334.954